The following is a quantum chemistry calculation of a molecular structure, C32H31CrN4O3S3Se in a non-equilibrium geometry, from the OMol25 dataset.

Last column: Löwdin spin population.
Positions of all 75 atoms, in Å:
Cr (-1.420, 0.737, 1.362)  3.04
C (-1.039, -4.505, 0.199)  0.00
C (-2.099, -3.970, -0.785)  0.00
N (-1.675, -2.872, -1.552)  0.00
C (-1.305, -3.091, -2.931)  0.00
C (0.067, -3.637, -3.049)  0.00
C (-1.539, -1.578, -1.109)  0.00
S (-2.298, -1.206, 0.344)  -0.01
N (-0.957, -0.714, -1.897)  0.01
C (-0.795, 0.556, -1.587)  0.01
O (-0.895, 1.153, -0.495)  0.02
C (-0.458, 1.410, -2.754)  0.00
C (-0.613, 2.774, -2.707)  0.00
C (-0.404, 3.598, -3.833)  0.00
C (-0.022, 3.012, -4.983)  0.00
C (0.236, 1.618, -4.973)  0.00
C (0.007, 0.827, -3.905)  0.00
H (-1.304, -5.375, 0.750)  0.00
H (-0.812, -3.792, 0.968)  0.00
H (-0.023, -4.729, -0.329)  0.00
H (-2.996, -3.613, -0.289)  0.00
H (-2.395, -4.876, -1.432)  0.00
H (-1.389, -2.187, -3.491)  0.00
H (-2.039, -3.750, -3.469)  0.00
H (0.856, -3.235, -2.388)  0.00
H (0.587, -3.551, -4.015)  0.00
H (0.009, -4.737, -2.796)  0.00
H (-1.057, 3.156, -1.822)  0.00
H (-0.588, 4.652, -3.755)  0.00
H (0.189, 3.553, -5.879)  0.00
H (0.517, 1.284, -5.930)  0.00
H (0.199, -0.220, -3.988)  0.00
S (-0.402, 2.619, 2.628)  -0.05
C (-1.039, 1.816, 4.045)  0.01
S (-1.863, 0.361, 3.669)  -0.03
C (-1.049, 2.311, 5.325)  0.01
C (-1.456, 1.533, 6.449)  0.00
N (-1.691, 0.904, 7.407)  0.00
C (-0.737, 3.714, 5.504)  0.00
N (-0.330, 4.764, 5.581)  0.00
C (6.115, -1.073, 4.275)  0.00
C (4.852, -1.155, 3.331)  0.00
C (4.966, -0.565, 2.059)  0.00
C (3.814, -0.541, 1.205)  0.00
C (3.983, -0.146, -0.251)  0.00
C (2.601, -0.937, 1.662)  0.00
C (2.491, -1.428, 3.006)  0.00
C (1.117, -1.800, 3.576)  0.00
C (3.616, -1.536, 3.819)  0.00
C (1.295, -0.840, 0.886)  0.00
O (1.163, -1.502, -0.153)  0.01
O (0.441, -0.088, 1.421)  0.02
H (6.932, -1.605, 3.872)  0.00
H (5.877, -1.413, 5.216)  0.00
H (6.404, 0.048, 4.380)  0.00
H (5.980, -0.326, 1.693)  0.00
H (3.925, -1.068, -0.850)  0.00
H (4.918, 0.316, -0.297)  0.00
H (3.164, 0.517, -0.584)  0.00
H (0.569, -0.874, 3.713)  0.00
H (1.211, -2.563, 4.385)  0.00
H (0.572, -2.362, 2.718)  0.00
H (3.436, -1.519, 4.882)  0.00
Se (-3.629, 1.802, 1.175)  -0.02
C (-3.685, 2.614, -0.620)  0.00
C (-3.821, 1.791, -1.737)  0.00
C (-4.016, 2.354, -2.990)  0.00
C (-3.989, 3.741, -3.188)  -0.01
C (-3.674, 4.512, -2.088)  0.00
C (-3.466, 4.029, -0.785)  0.00
H (-4.038, 0.712, -1.606)  0.00
H (-4.047, 1.766, -3.903)  0.00
H (-4.035, 4.201, -4.143)  0.00
H (-3.698, 5.593, -2.260)  0.00
H (-3.320, 4.633, 0.088)  0.00

Results
LUMO energy (alpha / beta)   4.23 / 4.22 eV
<S²>   3.821
Net charge   -2
Spin multiplicity   4
ΔE to the lowest compared entry with this formula, charge and spin   54.4 kcal per mole
Maximum force   4.2 eV/Å
E_HOMO (alpha / beta)   -2.11 / -2.11 eV
E_tot   -6323.3724 Eh

The following is a quantum chemistry calculation of a molecular structure, C32H31CrN8S, from the OMol25 dataset.

Last column: Löwdin spin population.
Positions of all 73 atoms, in Å:
Cr (0.250, -0.041, -0.138)  2.94
C (1.883, 0.243, 2.531)  0.00
C (2.670, -0.888, 1.843)  0.00
C (3.231, -0.401, 0.548)  0.00
C (4.601, -0.337, 0.351)  0.00
C (5.105, 0.281, -0.780)  0.01
C (4.215, 0.852, -1.670)  0.00
C (2.862, 0.736, -1.424)  0.01
N (2.363, 0.093, -0.354)  -0.02
N (-0.466, -0.364, 2.582)  0.02
C (-1.787, 0.187, 2.674)  0.01
C (-2.530, 0.427, 1.384)  0.00
C (-3.813, 0.955, 1.488)  0.00
C (-4.583, 1.116, 0.358)  0.00
C (-4.046, 0.719, -0.858)  0.00
C (-2.760, 0.230, -0.888)  0.00
N (-1.981, 0.100, 0.207)  -0.01
C (-0.336, -1.801, 2.574)  0.00
C (-0.233, -2.646, 1.311)  0.01
C (-0.460, -4.012, 1.445)  0.00
C (-0.242, -4.849, 0.370)  0.01
C (0.215, -4.305, -0.823)  0.00
C (0.409, -2.945, -0.890)  0.01
N (0.183, -2.126, 0.155)  0.00
H (2.408, 1.176, 2.323)  0.00
H (2.923, 0.068, 4.336)  0.01
H (2.054, -1.770, 1.693)  0.00
H (3.488, -1.189, 2.497)  0.00
H (5.261, -0.754, 1.099)  0.00
H (6.172, 0.336, -0.946)  0.00
H (4.548, 1.381, -2.551)  0.00
H (2.148, 1.173, -2.102)  0.00
H (-1.769, 1.112, 3.250)  0.00
H (-2.372, -0.518, 3.268)  0.00
H (-4.188, 1.225, 2.467)  0.00
H (-5.582, 1.527, 0.421)  0.00
H (-4.606, 0.794, -1.779)  0.00
H (-2.312, -0.072, -1.820)  0.00
H (-1.201, -2.169, 3.123)  0.00
H (0.522, -2.109, 3.180)  0.00
H (-0.799, -4.402, 2.396)  0.00
H (-0.420, -5.913, 0.459)  0.00
H (0.411, -4.918, -1.691)  0.00
H (0.758, -2.475, -1.800)  0.00
N (-0.297, 2.172, -3.880)  0.02
C (-0.186, 1.666, -2.604)  0.04
S (-0.015, -0.095, -2.493)  0.00
N (-0.142, 2.479, -1.611)  -0.02
N (0.095, 1.858, -0.400)  0.10
C (0.013, 2.554, 0.741)  0.11
C (-0.305, 4.004, 0.700)  0.01
C (0.645, 4.952, 1.058)  0.01
C (0.331, 6.303, 1.019)  0.00
C (-0.937, 6.708, 0.630)  0.00
C (-1.890, 5.763, 0.273)  0.00
C (-1.573, 4.414, 0.300)  0.00
C (0.198, 1.905, 1.962)  0.05
C (0.111, 2.567, 3.207)  0.28
C (0.431, 2.107, 4.499)  0.03
C (1.122, 1.004, 4.894)  0.26
C (1.866, 0.032, 4.042)  0.04
N (0.529, 0.455, 1.891)  -0.01
H (-0.703, 1.565, -4.571)  0.00
H (-0.585, 3.138, -3.928)  0.00
H (1.631, 4.629, 1.371)  0.00
H (1.076, 7.037, 1.295)  0.00
H (-1.184, 7.762, 0.604)  0.00
H (-2.878, 6.079, -0.033)  0.00
H (-2.306, 3.672, 0.005)  0.00
H (-0.291, 3.570, 3.151)  0.01
H (0.087, 2.752, 5.301)  0.00
H (1.229, 0.836, 5.959)  0.01
H (1.561, -0.990, 4.287)  0.01

Results
LUMO energy (alpha / beta)   -2.47 / -2.94 eV
<S²>   6.073
Net charge   +1
Spin multiplicity   5
ΔE to the lowest compared entry with this formula, charge and spin   54.3 kcal per mole
Maximum force   0.1 eV/Å
E_HOMO (alpha / beta)   -7.91 / -9.68 eV
E_tot   -3118.5380 Eh